Formula: C78H164Br6N8O8
Source: OMol25
Level of theory: ωB97M-V/def2-TZVPD

Cartesian coordinates (Å):
1 C -3.38253 -2.78474 -4.88791
2 C -3.64246 -1.38393 -4.32878
3 C -4.86019 -1.54551 -3.39694
4 C -2.54660 -0.91696 -3.31262
5 C -1.26053 -0.38074 -4.03090
6 C -1.73553 0.81460 -4.83597
7 C -2.83580 0.44663 -5.91024
8 C -3.37142 1.81767 -6.48335
9 C -2.14727 -0.41980 -7.00599
10 N -3.87207 -0.24460 -5.21210
11 O -4.93199 -0.55065 -6.12385
12 H -2.35756 -2.90859 -5.25991
13 H -3.60155 -3.42466 -4.00235
14 H -4.05693 -3.03094 -5.72676
15 H -4.62064 -1.94954 -2.36530
16 H -5.39037 -0.49824 -3.16202
17 H -5.64938 -2.14714 -3.84404
18 H -2.93758 -0.13171 -2.63523
19 H -2.26578 -1.79349 -2.72326
20 H -0.57323 -0.02488 -3.27892
21 H -0.63340 -1.19661 -4.58904
22 H -0.94676 1.37893 -5.26597
23 H -2.30463 1.37079 -4.07866
24 H -4.29418 1.65124 -7.11742
25 H -2.51273 2.24902 -7.04049
26 H -3.56152 2.53805 -5.64865
27 H -1.24684 0.18570 -7.24167
28 H -2.76803 -0.50372 -7.90840
29 H -1.74731 -1.31338 -6.57479
30 H -5.53435 0.16069 -5.91493
31 C 1.19239 1.38307 5.89667
32 C 0.08629 1.99443 5.02473
33 C 0.25714 1.54012 3.55800
34 C -1.33195 1.47012 5.55284
35 C -2.41798 2.40337 5.14210
36 C -2.19752 3.85092 5.63231
37 C -0.95272 4.43202 4.92480
38 C -1.09312 4.45748 3.39650
39 C -0.64006 5.79595 5.46810
40 N 0.12493 3.44502 5.31930
41 O 1.40958 3.98545 4.91991
42 H 1.04145 0.33370 6.04276
43 H 2.15120 1.39912 5.42372
44 H 1.29281 1.90592 6.87410
45 H -0.62801 1.70623 2.92144
46 H 1.12330 1.98240 3.08534
47 H 0.36445 0.46614 3.54287
48 H -1.48652 0.41825 5.25715
49 H -1.40990 1.49835 6.63725
50 H -2.50632 2.36777 4.02606
51 H -3.42678 2.03377 5.49515
52 H -1.99031 3.88567 6.66872
53 H -3.10265 4.45389 5.29531
54 H -1.79567 5.21955 3.03965
55 H -1.29193 3.56977 2.80968
56 H -0.04380 4.82830 3.14532
57 H -0.47761 5.67397 6.56743
58 H -1.48517 6.48860 5.24731
59 H 0.32353 6.10914 5.08022
60 H 1.91851 4.04813 5.70811
61 C -3.64899 0.18520 2.36571
62 C -4.67772 0.20510 1.16914
63 C -4.00296 -0.11638 -0.13803
64 C -5.82526 -0.72101 1.53545
65 C -6.98399 -0.70943 0.57645
66 C -7.60569 0.67724 0.52074
67 C -6.52864 1.73585 0.15414
68 C -6.16018 1.69769 -1.30603
69 C -7.16207 3.08628 0.47989
70 N -5.33395 1.61838 1.07301
71 O -4.40534 2.57032 0.75482
72 H -4.22719 0.46658 3.21811
73 H -3.27136 -0.89980 2.48991
74 H -2.74412 0.76498 2.31642
75 H -3.26443 -0.97934 0.06466
76 H -4.64115 -0.44965 -0.93403
77 H -3.34108 0.67447 -0.58804
78 H -5.44310 -1.73169 1.59180
79 H -6.21545 -0.49000 2.51029
80 H -6.59954 -0.91608 -0.46795
81 H -7.76466 -1.39041 0.83323
82 H -8.00566 1.00813 1.51465
83 H -8.47506 0.59504 -0.18862
84 H -5.39460 2.42020 -1.56771
85 H -7.05587 2.02086 -1.85160
86 H -5.92057 0.77103 -1.65785
87 H -6.49778 3.98657 0.32345
88 H -7.39981 3.16081 1.53142
89 H -8.04511 3.18440 -0.09249
90 H -3.90957 2.37904 -0.03684
91 C 0.07305 -4.15993 -2.77506
92 C 1.45335 -3.75034 -3.30499
93 C 1.60099 -2.19725 -3.19694
94 C 2.62731 -4.40851 -2.52278
95 C 2.79837 -5.91758 -2.73644
96 C 3.05968 -6.08133 -4.23002
97 C 1.95590 -5.53701 -5.09151
98 C 2.36461 -5.40236 -6.55678
99 C 0.67137 -6.35576 -4.91394
100 N 1.78153 -4.10145 -4.68676
101 O 0.66655 -3.64962 -5.48397
102 H -0.03222 -3.73062 -1.74992
103 H -0.73685 -3.94585 -3.40255
104 H -0.00486 -5.23093 -2.56393
105 H 0.79632 -1.46473 -3.53480
106 H 1.76659 -2.04207 -2.14261
107 H 2.41966 -1.97751 -3.85790
108 H 3.56936 -3.88640 -2.77765
109 H 2.59870 -4.23055 -1.44053
110 H 3.67958 -6.26476 -2.08911
111 H 1.98563 -6.51641 -2.32300
112 H 3.07699 -7.13998 -4.41726
113 H 4.00308 -5.70720 -4.57229
114 H 3.11489 -4.59451 -6.60677
115 H 1.54270 -5.06617 -7.15815
116 H 2.84702 -6.31405 -6.97432
117 H 0.69693 -7.15744 -5.66227
118 H -0.20356 -5.78032 -5.20372
119 H 0.50474 -6.85588 -3.91030
120 H 1.15314 -3.20135 -6.18390
121 C 3.26059 0.55914 -8.04387
122 C 2.99393 0.85726 -6.58639
123 C 1.58978 0.16828 -6.35270
124 C 4.09448 0.29177 -5.67200
125 C 4.00205 0.80038 -4.20008
126 C 3.89719 2.32591 -4.19709
127 C 2.82517 2.92482 -5.12978
128 C 1.43830 2.69147 -4.56582
129 C 3.20694 4.42025 -5.13121
130 N 3.01227 2.31778 -6.46035
131 O 2.09091 2.81674 -7.43492
132 H 2.39244 0.95174 -8.58511
133 H 4.24546 0.92437 -8.45895
134 H 3.29891 -0.50983 -8.19940
135 H 0.69747 0.59124 -6.85772
136 H 1.76623 -0.87520 -6.68900
137 H 1.37155 -0.04989 -5.33541
138 H 4.05602 -0.87418 -5.67815
139 H 5.06869 0.65986 -6.10785
140 H 3.08210 0.33736 -3.82355
141 H 4.83076 0.36244 -3.55072
142 H 4.80632 2.78536 -4.46318
143 H 3.77272 2.66438 -3.09634
144 H 1.32619 3.42817 -3.72098
145 H 1.11078 1.71901 -4.11646
146 H 0.73892 2.83184 -5.34076
147 H 2.42534 5.13562 -5.37799
148 H 4.01759 4.49557 -5.81879
149 H 3.51720 4.67437 -4.12385
150 H 2.53400 3.61258 -7.77516
151 C -3.51991 -6.41805 4.18530
152 C -3.38844 -7.67777 3.30572
153 C -2.38688 -7.28646 2.17869
154 C -2.76003 -8.79672 4.10153
155 C -2.87940 -10.17678 3.42047
156 C -4.34450 -10.45004 3.07793
157 C -4.95442 -9.36117 2.22314
158 C -4.55890 -9.45646 0.76471
159 C -6.47610 -9.48319 2.33200
160 N -4.70454 -8.04147 2.91264
161 O -5.24247 -7.01465 2.08500
162 H -4.26480 -6.71364 4.92597
163 H -2.61738 -6.17994 4.59663
164 H -3.85126 -5.64864 3.48640
165 H -2.80774 -6.33430 1.73431
166 H -1.41394 -7.14146 2.58915
167 H -2.34774 -7.94776 1.34275
168 H -1.72528 -8.58450 4.36376
169 H -3.37928 -8.91816 5.01145
170 H -2.36916 -10.29539 2.44400
171 H -2.48952 -10.96165 4.03317
172 H -4.98911 -10.84370 3.91898
173 H -4.34616 -11.32977 2.47657
174 H -3.50936 -9.81578 0.52369
175 H -4.67996 -8.50840 0.24692
176 H -5.15187 -10.19386 0.33905
177 H -6.98454 -8.85259 1.59459
178 H -6.85690 -9.24098 3.26246
179 H -6.86110 -10.42241 2.11448
180 H -6.07688 -6.86259 2.55399
181 C 5.02801 -3.65281 1.22354
182 C 5.06488 -2.13021 1.21728
183 C 6.02474 -1.57341 0.08993
184 C 3.60610 -1.68139 0.90845
185 C 3.30008 -0.23511 1.15540
186 C 3.64424 0.06673 2.64003
187 C 5.05315 -0.31347 3.09733
188 C 6.13956 0.78353 2.58006
189 C 4.99492 -0.40001 4.64320
190 N 5.36515 -1.66172 2.54866
191 O 6.70710 -2.03925 2.81660
192 H 4.49062 -4.09752 0.37454
193 H 6.02415 -4.11841 1.23145
194 H 4.56896 -3.87299 2.20338
195 H 5.76511 -0.55062 -0.13274
196 H 7.10373 -1.60685 0.34578
197 H 5.80175 -2.18268 -0.78959
198 H 3.36372 -2.08281 -0.13179
199 H 2.89674 -2.36591 1.45605
200 H 3.97691 0.35943 0.49032
201 H 2.18252 -0.13584 0.95160
202 H 2.94590 -0.50141 3.20495
203 H 3.45641 1.15690 2.81408
204 H 6.01197 0.85942 1.50335
205 H 7.21726 0.46361 2.76944
206 H 5.94755 1.75318 2.99595
207 H 4.20951 0.27223 4.99411
208 H 5.97459 -0.12806 5.10614
209 H 4.69497 -1.41211 4.89131
210 H 7.14722 -1.20369 2.72418
211 C 1.55769 8.39575 1.94307
212 C 3.05874 8.28608 2.41997
213 C 3.87619 8.07551 1.13661
214 C 3.38914 9.56212 3.16994
215 C 4.70586 9.47361 3.96280
216 C 4.59975 8.34121 4.92228
217 C 4.29512 6.97921 4.25287
218 C 5.42537 6.43629 3.36315
219 C 3.99464 6.01115 5.35603
220 N 3.04711 7.23403 3.45570
221 O 2.68284 5.98918 2.84822
222 H 1.24057 7.43908 1.56074
223 H 1.60973 9.11013 1.10074
224 H 0.88017 8.71615 2.70080
225 H 3.93451 7.04870 0.79315
226 H 4.95746 8.37957 1.26669
227 H 3.48999 8.64174 0.24507
228 H 3.48784 10.36766 2.40297
229 H 2.45735 9.76593 3.84877
230 H 4.85030 10.40915 4.51445
231 H 5.54252 9.40745 3.26355
232 H 3.78592 8.49790 5.63804
233 H 5.58943 8.18546 5.40658
234 H 5.88602 7.25595 2.78131
235 H 6.17812 5.96679 3.98987
236 H 5.06781 5.63933 2.72723
237 H 4.92145 5.65175 5.80718
238 H 3.19369 6.32546 6.10126
239 H 3.68594 5.05811 4.85764
240 H 2.11162 5.52185 3.53438
241 Br -2.06302 7.60362 0.85627
242 C -1.52021 6.35238 -0.58244
243 C -2.58482 5.29617 -0.68974
244 Br -2.18012 3.99261 -2.02881
245 H -0.55650 5.97906 -0.42560
246 H -1.46044 6.88134 -1.57017
247 H -3.53528 5.68676 -1.01347
248 H -2.58713 4.73207 0.22852
249 Br -0.23806 0.58376 0.11318
250 C 0.89123 1.87028 -0.72767
251 C 1.06548 3.15756 0.03857
252 Br 2.45824 4.08254 -0.90524
253 H 0.42262 1.93592 -1.68007
254 H 1.84451 1.42039 -0.87753
255 H 1.48148 2.97624 1.03741
256 H 0.20295 3.79788 -0.11072
257 Br -0.03301 -3.48751 3.85210
258 C 1.21641 -2.63591 5.04802
259 C 0.70943 -2.64942 6.41594
260 Br 2.24135 -2.23759 7.54779
261 H 1.20039 -1.57839 4.72122
262 H 2.19219 -3.04076 4.94724
263 H 0.38056 -3.59116 6.64145
264 H 0.01054 -1.89589 6.69751

Gap between HOMO and LUMO, eV: 8.634
M, g/mol: 1821.6
Structure (SMILES): CC1(C)CCCC(C)(C)N1O.CC1(C)CCCC(C)(C)N1O.CC1(C)CCCC(C)(C)N1O.CC1(C)CCCC(C)(C)N1O.CC1(C)CCCC(C)(C)N1O.CC1(C)CCCC(C)(C)N1O.CC1(C)CCCC(C)(C)N1O.CC1(C)CCCC(C)(C)N1O.BrCCBr.BrCCBr.BrCCBr
LUMO level, eV: 0.3